[1]
Density functional theory data (ωB97M-V with the def2-TZVPD basis set) for a structure of composition C39H66N4O2S3Sr at a distorted geometry.

Calculated values
ΔE to the lowest compared entry with this formula, charge and spin ... 3.65 kcal/mol
Charge ... -2

Each line ends with the Mulliken charge.
Geometry (Å):
N1 -4.06 3.70 -3.40  -0.566
H1 -1.93 -2.78 -0.80  0.857
C1 1.81 -0.02 -0.11  0.070
H2 -1.67 5.41 -6.94  0.444
C2 2.79 -2.19 -0.68  -0.719
H3 -2.35 3.27 -4.23  -0.085
C3 -2.03 0.50 4.91  -2.406
H4 -2.37 6.91 -5.04  0.501
C4 -3.76 0.24 3.16  -1.748
H5 -1.71 5.79 -3.84  0.042
H6 -5.11 5.42 -5.43  0.375
C5 -4.27 5.22 -6.10  -1.882
H7 -0.73 1.93 3.00  0.129
C6 -1.47 -0.73 2.76  0.082
H8 4.50 -0.77 1.81  0.196
H9 -4.10 -0.69 3.63  0.373
H10 5.01 -3.47 -1.75  0.316
H11 -1.05 -0.76 -3.52  0.523
C7 -3.01 4.86 -5.32  1.738
H12 -5.37 -0.15 -2.60  0.284
H13 -3.05 -1.21 -1.41  0.464
C8 3.79 -2.06 0.28  -0.240
H14 -4.79 1.54 -2.61  0.252
H15 -3.65 1.25 -4.65  0.271
H16 5.09 -5.25 0.69  0.489
H17 -2.13 3.70 -6.92  0.364
H18 2.76 -3.07 -1.32  0.344
C9 1.08 -4.92 3.39  -1.990
C10 4.31 -4.49 0.70  -1.602
C11 0.84 -1.38 -1.99  -1.443
H19 0.17 -2.73 5.89  0.341
S1 -1.60 3.95 -0.71  -0.525
C12 -0.44 4.25 -1.98  0.298
O1 -2.31 -0.26 0.56  -1.271
H20 -3.40 6.31 -3.73  0.329
C13 2.43 0.91 3.21  -1.284
N2 -0.58 -1.43 -1.61  0.903
C14 -1.80 1.78 2.82  -1.386
H21 6.09 -2.20 -1.17  0.401
H22 4.82 2.03 0.97  0.405
H23 -3.56 4.21 -2.67  0.135
C15 -4.55 0.53 -2.31  -0.864
H24 4.47 2.68 2.58  0.489
N3 -3.30 0.13 -2.93  1.101
C16 4.41 1.78 1.95  -2.070
C17 0.25 -3.68 5.35  -2.112
H25 -4.32 1.07 3.61  0.467
H26 -4.54 4.41 -6.77  0.342
C18 -2.90 -1.20 -2.49  -0.965
H27 2.46 1.75 3.91  0.536
C19 -1.43 -1.51 -2.79  -0.940
H28 6.48 -3.90 -0.87  0.471
H29 1.40 0.55 3.13  -0.071
H30 -2.44 -0.01 -4.85  0.312
C20 -2.25 0.43 3.40  2.481
H31 1.09 2.44 1.42  0.162
H32 2.41 3.41 2.09  0.518
C21 0.03 -2.65 3.05  -0.577
H33 -4.16 -0.46 -4.77  0.289
C22 2.27 -2.86 4.14  -1.287
H34 -2.35 -0.42 5.41  0.387
H35 3.04 0.10 3.62  0.260
H36 -2.62 1.32 5.31  0.482
H37 -4.45 0.49 -1.22  0.102
H38 2.93 -3.48 4.76  0.569
H39 6.39 -1.81 1.31  0.363
H40 1.60 -4.90 2.44  0.201
Sr1 -1.22 0.99 -1.15  1.330
C23 -0.80 -2.06 0.85  1.434
C24 1.83 -1.22 -0.87  0.310
H41 0.11 -5.40 3.24  0.416
C25 -2.60 6.03 -4.42  -1.358
H42 -1.98 1.83 1.75  0.117
C26 -0.91 -2.46 -0.61  -1.894
C27 0.89 -3.52 3.97  2.580
H43 -4.90 4.23 -3.64  0.245
H44 6.67 -3.54 1.54  0.473
S2 0.39 5.71 -2.05  -0.494
O2 0.90 0.86 -0.34  -0.492
H45 0.95 -0.55 -2.70  0.489
C28 5.67 -3.17 -0.93  -1.894
H46 -3.97 0.20 2.10  0.157
H47 -0.96 4.32 -5.74  0.358
C29 -3.40 0.23 -4.38  -1.166
C30 4.90 -3.10 0.40  2.149
C31 2.16 2.59 1.40  -2.323
C32 -0.69 -1.56 3.54  -0.021
H48 -1.34 -2.49 -3.30  0.106
C33 2.94 1.34 1.83  2.900
H49 5.41 -2.72 2.48  0.278
H50 3.85 -4.49 1.69  0.255
H51 0.85 -4.36 5.97  0.475
H52 -0.27 -3.34 -0.77  0.033
C34 -1.87 4.56 -6.30  -1.708
C35 -0.03 -2.86 1.68  -0.368
H53 -3.55 -1.97 -2.93  0.290
H54 -0.63 -1.35 4.60  0.156
H55 -0.76 -4.09 5.26  0.400
H56 2.74 -2.71 3.16  -0.071
S3 -0.16 3.01 -3.16  -0.450
C36 2.83 0.13 0.88  -0.261
H57 3.55 -4.77 -0.03  0.281
H58 -4.10 6.13 -6.69  0.454
H59 2.16 -1.88 4.61  0.240
H60 2.42 2.91 0.39  0.494
H61 1.09 -2.32 -2.53  0.253
H62 0.53 -3.66 1.22  -0.058
N4 -3.25 3.59 -4.60  -0.036
H63 5.05 1.02 2.41  0.341
H64 -2.35 2.59 3.29  0.529
C37 5.90 -2.77 1.50  -2.130
H65 1.66 -5.54 4.08  0.476
C38 -1.56 -0.97 1.35  -0.037
H66 -0.98 0.68 5.15  0.314
C39 3.75 -0.90 1.04  0.007

[2]
Density functional theory data (ωB97M-V with the def2-TZVPD basis set) for a structure of composition C46H37ClFN4O2S2Sc.

Calculated values
ΔE to the lowest compared entry with this formula, charge and spin ... 27.86 kcal/mol
Charge ... -2

Each line ends with the Mulliken charge.
Geometry (Å):
C1 0.49 -2.94 2.73  2.787
N1 2.52 2.53 0.44  -0.232
H1 -3.16 1.00 -4.97  0.255
H2 0.68 -4.13 -0.56  0.362
C2 3.59 8.18 1.47  -0.404
H3 -1.69 3.13 -1.78  0.339
H4 5.33 8.88 0.42  0.358
C3 -1.38 0.84 0.72  0.792
H5 -4.69 0.65 -0.07  0.399
C4 1.93 -1.31 -4.17  -0.999
C5 4.77 4.26 0.15  -0.631
S1 3.22 0.88 2.50  -0.490
H6 -2.48 -3.72 1.06  0.556
C6 3.82 0.06 -3.29  -0.711
H7 -3.01 -0.31 1.48  0.476
C7 -3.86 -5.63 3.50  -0.411
C8 2.31 -1.02 -1.77  0.161
C9 -3.28 1.97 -1.02  -0.843
C10 0.87 -2.12 -3.88  -0.943
H8 -3.40 -5.45 5.59  0.361
H9 4.58 0.57 -0.05  0.833
C11 -2.33 -0.71 -3.04  -1.062
Sc1 1.33 -0.44 1.20  0.317
H10 5.73 4.31 -0.36  0.453
N2 0.94 -2.11 -0.15  0.579
C12 -3.60 -5.13 2.23  -0.830
C13 0.62 -5.83 2.91  0.316
H11 3.29 9.17 1.80  0.358
C14 -4.79 -0.94 -2.70  -0.579
H12 1.21 -5.52 4.99  0.392
H13 -6.92 -1.02 -2.48  0.381
C15 4.73 8.02 0.70  -0.495
C16 2.84 7.07 1.82  -0.732
C17 0.69 -3.38 0.24  -0.630
S2 4.90 3.02 1.46  -0.192
C18 2.68 -0.75 -3.10  1.321
C19 0.53 3.88 -0.55  -1.251
C20 -2.28 -4.05 4.41  -0.017
C21 0.51 -2.42 -2.55  -0.070
C22 -0.99 -2.47 2.92  -0.536
H14 1.20 -3.06 4.81  0.407
O1 -0.52 0.23 1.51  -0.942
H15 4.14 0.29 -4.30  0.405
H16 2.20 -1.07 -5.19  0.352
H17 -3.99 2.32 -1.75  0.279
H18 5.41 1.11 -2.32  0.405
H19 2.65 4.93 1.70  0.335
H20 -0.36 -3.03 -2.37  0.416
C23 -6.08 -0.59 -3.02  -0.459
H21 -0.99 -1.76 3.76  0.796
H22 6.01 6.63 -0.32  0.306
H23 -2.11 -1.33 -2.18  -0.254
N3 2.97 -0.50 -0.70  -0.042
C24 4.36 5.63 0.63  0.698
C25 3.34 2.15 1.35  0.152
C26 0.93 -5.02 4.07  -0.386
H24 -1.25 -1.91 2.03  -0.628
H25 4.02 3.87 -0.55  0.113
C27 1.20 -1.89 -1.49  -0.079
C28 -2.00 -3.56 3.14  -0.029
C29 5.11 6.75 0.28  -0.624
H26 0.25 -2.52 -4.68  0.323
C30 -2.68 -4.11 2.05  -0.133
C31 -2.74 0.46 0.77  -0.588
C32 -5.27 0.89 -4.72  -0.427
H27 -5.48 1.61 -5.51  0.370
C33 0.55 -3.85 1.51  0.015
H28 -1.77 -3.63 5.26  0.385
C34 0.48 -5.28 1.70  -1.287
C35 -3.20 -5.08 4.59  -0.740
C36 -6.33 0.33 -4.03  0.399
H29 1.35 3.96 -1.27  0.237
H30 1.95 7.18 2.43  0.384
C37 -3.97 0.54 -4.42  -0.655
C38 4.05 0.21 -0.92  -0.423
H31 -4.62 -1.66 -1.90  0.389
C39 -3.64 -0.40 -3.38  0.974
Cl1 0.55 -7.57 3.13  -0.316
C40 -3.66 1.00 -0.08  -0.368
H32 -4.11 -5.55 1.37  0.392
H33 0.83 4.48 0.31  0.142
H34 -4.57 -6.43 3.64  0.372
F1 -7.63 0.68 -4.34  -0.410
C41 3.22 5.80 1.41  -0.025
C42 0.92 -3.69 3.97  -1.738
C43 4.52 0.51 -2.21  -1.057
C44 -1.98 2.40 -1.03  -0.751
C45 0.34 2.45 -0.11  0.799
O2 1.31 -1.82 2.59  -0.662
H35 -0.37 4.30 -0.97  0.477
H36 -1.51 -0.20 -3.52  0.126
C46 -1.00 1.88 -0.16  0.284
H37 0.35 -5.91 0.82  0.395
N4 1.34 1.78 0.37  0.157

[3]
Density functional theory data (ωB97M-V with the def2-TZVPD basis set) for the molecule C4H7NO.

Calculated values
Structure (SMILES) ... C=C=NCOC
ΔE to the lowest compared entry with this formula, charge and spin ... 64.11 kcal/mol

Each line ends with the Mulliken charge.
Geometry (Å):
H1 0.02 -1.75 -0.91  0.360
H2 -2.60 0.44 0.42  0.224
C1 0.01 -0.65 -0.96  -0.259
H3 -2.10 -1.08 1.23  0.231
C2 -2.00 -0.47 0.31  -0.708
C3 1.77 0.55 -0.10  0.679
H4 2.67 0.91 1.73  0.239
H5 -2.37 -1.05 -0.54  0.343
N1 1.38 -0.18 -1.01  -0.515
H6 2.12 2.41 0.76  0.237
O1 -0.65 -0.10 0.14  -0.282
C4 2.23 1.34 0.84  -0.913
H7 -0.48 -0.37 -1.90  0.361

[4]
Density functional theory data (ωB97M-V with the def2-TZVPD basis set) for a structure of composition C20H20N6O2RhS2 at a distorted geometry.

Calculated values
ΔE to the lowest compared entry with this formula, charge and spin ... 0.00 kcal/mol
Charge ... +1

Each line ends with the Mulliken charge.
Geometry (Å):
N1 0.74 -0.99 2.14  0.134
N2 -1.78 -0.09 0.08  -0.009
C1 1.53 0.37 4.33  0.104
H1 -2.46 -1.67 1.20  0.356
H2 2.49 1.61 2.86  0.386
H3 5.66 1.76 6.31  0.346
H4 -4.84 -0.95 1.14  0.432
C2 -2.75 -0.77 0.67  0.056
S1 2.55 -0.17 -0.18  -0.397
C3 -3.38 1.53 -0.65  -0.675
C4 -0.29 -4.54 1.85  -0.315
Rh1 0.35 -0.27 0.34  0.061
H5 0.13 -3.41 3.66  0.504
H6 5.43 0.18 7.07  0.338
C5 -4.39 0.81 -0.03  -0.469
H7 -0.41 2.82 -2.94  0.406
C6 -1.10 2.95 -2.10  -1.582
H8 -0.20 -3.21 -1.28  0.488
N3 1.36 2.08 -1.24  -1.375
C7 -0.38 -4.49 0.45  -0.691
C8 2.55 1.17 3.85  -0.373
H9 4.63 1.60 7.74  0.344
C9 3.65 1.41 4.65  -0.868
H10 4.49 1.49 -1.15  0.188
C10 -4.08 -0.36 0.64  -0.887
H11 -2.12 3.03 -2.47  0.458
C11 -2.08 1.07 -0.58  0.718
H12 -0.65 -5.38 -0.11  0.437
H13 -0.82 3.88 -1.61  0.317
O1 -0.88 -0.59 4.07  -0.733
S2 0.16 0.03 3.30  1.696
H14 -3.60 2.46 -1.16  0.305
C12 2.70 0.06 6.39  -0.699
H15 0.77 -0.80 5.96  0.481
N4 3.62 1.97 -1.31  -0.406
C13 2.46 1.41 -0.95  0.842
H16 4.45 2.04 4.29  0.314
N5 0.22 -2.24 0.50  0.359
C14 3.74 0.86 5.93  0.896
C15 0.33 -2.27 1.84  0.272
C16 -0.93 1.81 -1.17  0.660
C17 4.93 1.12 6.81  -1.392
C18 1.59 -0.19 5.60  -0.504
H17 -5.41 1.17 -0.06  0.445
N6 0.24 1.41 -0.80  0.861
O2 -0.13 1.21 2.51  -0.687
H18 2.75 -0.37 7.39  0.412
H19 -0.49 -5.46 2.37  0.434
H20 3.62 2.82 -1.84  0.230
C19 0.07 -3.42 2.58  -0.839
C20 -0.13 -3.31 -0.21  -0.382

[5]
Density functional theory data (ωB97M-V with the def2-TZVPD basis set) for a structure of composition C14H7I2N3O5Ru.

Calculated values
ΔE to the lowest compared entry with this formula, charge and spin ... 0.00 kcal/mol
Charge ... +2

Each line ends with the Mulliken charge.
Geometry (Å):
C1 3.37 1.46 -1.15  0.656
C2 3.96 -0.67 -0.20  -0.885
C3 -2.51 -1.60 1.11  -0.907
C4 4.34 0.51 -0.82  -0.301
O1 -5.88 -2.69 2.06  -0.503
I1 5.47 3.32 -2.34  0.413
H1 4.70 -1.42 0.06  0.428
C5 2.04 1.15 -0.82  -0.110
H2 2.29 -1.81 0.58  0.463
C6 -1.30 -2.43 1.38  0.834
C7 1.23 3.30 -1.76  -0.739
H3 -5.48 -0.33 0.83  0.542
H4 -3.56 1.05 -0.09  0.147
C8 -4.69 -2.85 2.00  0.499
C9 2.63 -0.90 0.09  -0.289
O2 -1.30 -3.49 1.92  -0.585
H5 5.38 0.69 -1.05  0.308
C10 2.54 3.60 -2.08  -0.432
O3 -0.16 -1.82 0.94  -0.581
O4 -4.08 -3.93 2.46  -0.478
H6 -3.11 -3.92 2.34  0.394
Ru1 -0.31 -0.14 0.12  1.414
C11 3.61 2.73 -1.80  -0.098
N1 1.67 0.00 -0.22  -0.228
C12 -4.44 -0.61 0.85  -0.278
C13 0.96 2.03 -1.11  1.697
I2 -0.30 4.57 -2.17  0.358
N2 -2.27 -0.43 0.49  -0.046
N3 -3.47 0.15 0.35  -0.214
C14 -3.86 -1.77 1.36  0.818
O5 -0.21 1.67 -0.77  -0.697
H7 2.76 4.54 -2.57  0.400

[6]
Density functional theory data (ωB97M-V with the def2-TZVPD basis set) for the molecule C6H10ClNO3 at a distorted geometry.

Calculated values
Structure (SMILES) ... CC(C)(C)[C@H](C(=O)Cl)[N+](=O)[O-]
ΔE to the lowest compared entry with this formula, charge and spin ... 54.39 kcal/mol

Each line ends with the Mulliken charge.
Geometry (Å):
O1 1.97 -2.58 1.03  -0.595
H1 -0.98 1.64 0.17  0.509
O2 2.12 -2.17 -1.04  -0.617
N1 1.95 -1.88 0.10  1.045
H2 0.77 1.96 0.11  0.428
H3 -0.27 -2.12 0.65  0.365
H4 0.04 1.40 1.60  0.387
C1 -0.04 1.36 0.51  -1.691
H5 -0.89 -0.87 1.63  0.382
O3 3.25 0.39 -1.34  -0.382
C2 -0.71 -1.14 0.57  -1.471
C3 0.13 -0.19 -1.58  -1.215
H6 0.83 0.66 -1.80  0.364
Cl1 3.62 1.21 1.05  -0.171
C4 0.15 -0.14 -0.10  1.233
H7 1.64 -0.11 1.46  0.586
C5 1.62 -0.45 0.42  -0.569
C6 2.80 0.41 -0.25  0.470
H8 -1.80 -1.19 0.20  0.314
H9 -0.94 -0.13 -2.01  0.341
H10 0.62 -1.11 -2.03  0.287

[7]
Density functional theory data (ωB97M-V with the def2-TZVPD basis set) for a cluster of 2 separate species, H4NPS in total at a distorted geometry.

Calculated values
ΔE to the lowest compared entry with this formula, charge and spin ... 74.10 kcal/mol

Each line ends with the Mulliken charge.
Geometry (Å):
H1 0.86 -1.36 -1.04  0.079
N1 -0.94 0.17 -0.91  -0.502
H2 -1.78 -0.30 -0.86  0.235
P1 0.64 -0.09 -0.35  0.112
S1 0.48 -0.65 1.56  -0.243
H3 1.83 1.00 2.38  0.060
H4 -1.09 1.23 -0.78  0.260

[8]
Density functional theory data (ωB97M-V with the def2-TZVPD basis set) for a structure of composition C20H24N6PdS2Se.

Calculated values
ΔE to the lowest compared entry with this formula, charge and spin ... 3.05 kcal/mol
Charge ... +2

Each line ends with the Mulliken charge.
Geometry (Å):
H1 1.08 -2.34 -0.52  0.259
N1 -0.96 2.12 1.05  0.015
H2 -0.17 0.79 -4.72  0.456
N2 -3.84 5.41 -1.00  -0.819
H3 2.88 -0.85 4.33  0.449
C1 -1.21 -4.27 0.94  -1.784
C2 -0.48 1.22 -3.77  -1.108
N3 -0.33 1.20 -1.40  -0.147
C3 0.02 0.70 -2.59  -0.137
C4 3.50 0.25 1.08  0.737
S1 1.16 -0.16 2.36  -0.069
Pd1 0.37 0.50 0.37  -0.107
H4 5.33 -0.44 0.24  0.345
C5 2.79 -0.16 2.30  0.909
H5 -0.83 -4.11 1.95  0.389
C6 -0.72 -4.05 -1.52  -1.601
H6 5.45 -0.06 1.96  0.377
C7 -3.00 4.41 -1.03  0.824
H7 4.21 0.22 3.84  0.432
H8 1.47 -4.74 1.07  0.381
N4 -0.63 -1.51 0.02  -0.264
C8 -1.54 2.74 0.00  0.631
H9 -0.76 2.02 3.10  0.377
H10 4.17 -1.45 3.27  0.416
N5 0.36 -2.54 0.17  0.015
H11 0.79 -5.86 -0.12  0.421
S2 2.63 0.72 -0.22  -0.193
H12 -1.48 -5.32 0.84  0.467
H13 0.72 -0.12 -2.59  0.536
C9 -2.43 3.80 0.16  0.349
C10 1.06 -4.82 0.06  -1.665
H14 -1.07 -1.54 -0.90  0.166
Se1 -4.26 5.80 -2.68  0.368
C11 -1.37 2.28 -3.72  -0.433
H15 -2.14 -3.70 0.81  0.414
H16 5.36 1.23 0.75  0.365
C12 -2.66 3.91 -2.33  0.836
H17 -1.78 2.71 -4.62  0.594
N6 -3.22 4.52 -3.35  -0.812
H18 -1.36 -1.72 0.69  0.237
H19 1.85 -4.55 -0.65  0.400
C13 -1.25 2.53 2.28  -0.033
C14 -2.72 4.23 1.46  -0.408
H20 -3.40 5.05 1.60  0.573
C15 -1.20 2.24 -1.33  -0.258
H21 -1.02 -5.07 -1.72  0.426
H22 -1.61 -3.43 -1.66  0.412
C16 3.55 -0.59 3.51  -1.736
C17 -2.12 3.59 2.52  -0.943
C18 5.00 0.24 1.02  -1.313
C19 -0.15 -3.92 -0.10  1.321
H23 -2.32 3.89 3.54  0.445
H24 0.03 -3.76 -2.26  0.377
C20 -1.73 2.80 -2.48  0.111